1.
{"formula": "C6H8N", "method": "ωB97M-V/def2-TZVPD", "species": ["C", "C", "C", "C", "C", "C", "N", "H", "H", "H", "H", "H", "H", "H", "H"], "positions_angstrom": [[2.026157, -0.315045, 0.104335], [1.686347, 0.933750, -0.194726], [-1.695207, -0.494356, -0.024608], [0.636834, -0.779485, 0.466639], [-0.341523, -0.831488, -0.653452], [0.188782, 0.564637, -0.161850], [-1.209610, 0.967115, 0.221455], [3.019837, -0.699251, 0.048776], [2.119282, 1.844065, -0.459562], [-2.344277, -0.654407, -0.844483], [-1.839044, -1.167532, 0.758069], [0.607860, -1.046835, 1.532664], [-0.085619, -1.297825, -1.624005], [-1.528350, 1.740060, -0.333957], [-1.241470, 1.236601, 1.164707]], "forces_ev_per_a": [[0.6, 1.4, -0.4], [-2.0, -0.8, 0.1], [2.0, 0.6, -3.1], [0.3, 0.3, 0.2], [2.5, 0.2, 0.2], [0.2, -2.1, 0.2], [0.8, -1.5, 0.3], [0.2, -0.8, 0.1], [0.9, 1.1, -0.6], [-1.6, 0.8, -0.2], [-0.8, 0.0, 2.0], [-1.0, 0.0, -0.5], [-0.7, 0.2, 0.6], [-0.9, 0.0, -0.7], [-0.5, 0.7, 1.9]], "mulliken_charge": [-0.67, -0.63, -0.58, -0.15, -0.03, 0.12, 0.00, 0.42, 0.46, 0.30, 0.36, 0.33, 0.40, 0.34, 0.34], "total_energy_ev": -7830.042, "homo_lumo_gap_ev": 9.799, "smiles": "C1=C[C@@]23[NH2+]C[C@@H]2[C@@H]13", "charge": 1, "e_lumo_ev": -3.514}


2.
{"formula": "C6H8N", "method": "ωB97M-V/def2-TZVPD", "species": ["C", "C", "C", "C", "C", "C", "N", "H", "H", "H", "H", "H", "H", "H", "H"], "positions_angstrom": [[2.034315, -0.032121, -0.281034], [1.425893, -0.953703, 0.491856], [-1.142742, 1.559739, 0.049599], [1.207990, 1.077086, -0.167626], [-0.085619, -0.638200, 0.627827], [-0.915230, -1.555945, -0.250703], [-0.082308, 0.778353, 0.088720], [2.989829, 0.111137, -0.760134], [-2.052097, 1.020664, 0.281169], [-1.003603, 2.668748, -0.022890], [1.464389, 2.036298, -0.104929], [-0.480653, -0.675449, 1.617559], [-0.936283, -1.171588, -1.269620], [-2.026723, -1.753894, -0.103510], [-0.397152, -2.471123, -0.196281]], "forces_ev_per_a": [[0.4, 0.5, -0.1], [-1.3, -0.3, 0.4], [1.3, 0.1, 0.8], [-0.9, -2.2, -0.2], [0.3, -0.2, -1.7], [-1.6, 0.3, -0.9], [-1.4, -0.1, 1.0], [0.3, -0.7, 0.2], [-0.3, 0.6, -0.2], [-0.4, -1.2, -0.2], [1.2, 3.9, -0.4], [0.2, 0.5, 0.9], [0.6, -0.2, -0.2], [1.5, 0.6, 0.9], [0.2, -1.5, -0.4]], "mulliken_charge": [-0.37, -0.37, -0.15, -0.27, 0.36, -1.30, 0.05, 0.42, 0.30, 0.28, 0.51, 0.39, 0.39, 0.37, 0.41], "total_energy_ev": -7829.509, "homo_lumo_gap_ev": [7.085, 8.439], "charge": 1, "e_lumo_ev": [-6.073, -6.074]}


3.
{"formula": "C6H8N", "method": "ωB97M-V/def2-TZVPD", "species": ["C", "C", "C", "C", "C", "C", "N", "H", "H", "H", "H", "H", "H", "H", "H"], "positions_angstrom": [[-0.628808, -2.293172, 0.261386], [0.386418, -1.992208, 0.837133], [-1.221281, 3.210540, -0.614258], [-0.431415, 1.034547, -1.174746], [1.500796, -1.517009, 1.629918], [0.115675, -0.042914, -1.462646], [-0.755419, 2.160814, -0.948680], [-2.042285, 3.585296, -1.198443], [-0.773144, 3.886994, 0.280640], [1.509114, -0.557960, 1.262207], [2.347772, -2.125123, 1.561405], [1.217222, -1.476994, 2.703543], [-1.555339, -2.471129, -0.131832], [-0.520701, -0.777271, -2.004956], [0.851397, -0.624410, -1.000671]], "forces_ev_per_a": [[2.1, 0.6, 1.1], [-1.4, -1.3, 0.0], [-0.8, 6.1, 3.0], [0.5, 1.7, 0.4], [-2.2, -1.2, 1.5], [-1.2, -4.3, -1.7], [1.0, -2.6, -0.2], [-0.6, 0.4, 0.1], [-0.9, -1.7, -2.3], [1.5, 2.7, -0.4], [1.5, -0.5, -0.5], [0.0, 0.0, -0.6], [-1.6, -0.6, -0.9], [0.5, 0.8, -0.5], [1.5, 0.0, 0.8]], "mulliken_charge": [0.08, -0.30, -0.14, 1.02, -1.09, -1.35, 0.12, 0.28, 0.26, 0.33, 0.32, 0.30, 0.47, 0.31, 0.38], "total_energy_ev": -7828.782, "homo_lumo_gap_ev": 7.708, "charge": 1, "e_lumo_ev": -5.748}


4.
{"formula": "C6H8N2", "method": "ωB97M-V/def2-TZVPD", "species": ["C", "C", "C", "C", "C", "N", "C", "N", "H", "H", "H", "H", "H", "H", "H", "H"], "positions_angstrom": [[-1.798815, -0.289685, 0.194082], [-0.191253, 1.594624, -0.464886], [0.591869, -0.915569, -0.340705], [-0.361451, 0.189983, 0.067592], [0.576388, -0.392404, 1.057926], [0.636586, -1.782099, -1.268323], [2.108154, -0.161755, 0.493427], [3.201814, 0.204131, 0.540247], [1.449943, -2.395646, -1.218300], [0.719802, -0.707731, 2.082862], [-2.283540, -0.264555, -0.782900], [-2.341089, 0.373474, 0.870735], [-1.849824, -1.309917, 0.578116], [-0.597536, 2.319206, 0.245278], [-0.719495, 1.705136, -1.412416], [0.858449, 1.832806, -0.642735]], "forces_ev_per_a": [[0.3, 0.0, 0.1], [0.0, 0.1, 0.2], [-4.3, -1.9, -0.7], [0.5, 0.0, -1.1], [5.0, -0.1, -1.1], [1.2, 1.2, -0.1], [-1.9, 2.2, 3.0], [0.4, -0.6, -0.7], [-0.4, -0.5, 0.5], [-0.6, -0.3, -0.1], [0.0, 0.0, 0.0], [0.0, 0.0, 0.0], [0.0, 0.0, 0.0], [0.0, 0.0, -0.1], [0.0, 0.0, 0.0], [0.0, 0.0, 0.1]], "mulliken_charge": [-1.52, -1.40, 0.24, 1.47, -0.55, -0.69, 0.11, -0.49, 0.28, 0.39, 0.37, 0.41, 0.35, 0.35, 0.35, 0.33], "total_energy_ev": -9327.280, "homo_lumo_gap_ev": 8.975, "e_lumo_ev": 0.021}


5.
{"formula": "C6H8N2", "method": "ωB97M-V/def2-TZVPD", "species": ["C", "C", "C", "C", "C", "C", "H", "H", "H", "H", "H", "H", "H", "H", "N", "N"], "positions_angstrom": [[2.055897, -0.704091, 0.157293], [0.902597, -0.115111, 0.973096], [-0.481008, 1.445497, -0.647440], [-0.499783, -0.125576, -0.689481], [-1.551523, -1.198115, -0.460277], [-0.645911, -0.652347, 0.735591], [1.116159, -0.181080, 1.990513], [1.757610, 1.664884, 0.255572], [-0.327755, 2.194515, -1.410032], [-1.395069, 1.341362, -0.027240], [0.515135, -0.488463, -1.069763], [-2.633422, -1.283123, -0.287850], [-1.172346, -2.485623, -0.563820], [-1.255413, -0.032818, 1.523234], [2.964560, -0.659964, -0.828633], [0.650266, 1.280054, 0.349239]], "forces_ev_per_a": [[7.6, 1.1, -8.8], [-2.1, -0.5, -2.9], [0.1, -4.8, 3.2], [-1.5, -0.9, -3.1], [3.6, -5.2, 1.0], [0.5, 2.4, 0.6], [0.5, 0.7, 1.7], [-4.5, -0.6, -0.5], [0.0, -0.4, -0.2], [0.0, 2.7, -0.5], [-2.3, 0.1, -0.3], [0.6, 1.1, 0.0], [-1.1, 4.1, -0.7], [1.1, -0.8, -1.8], [-8.5, -0.9, 9.7], [6.0, 1.9, 2.6]], "mulliken_charge": [0.15, -0.23, -0.63, 0.21, -0.54, -0.43, 0.45, 0.34, 0.37, 0.26, 0.21, 0.30, 0.21, 0.23, -0.47, -0.44], "total_energy_ev": -9322.249, "homo_lumo_gap_ev": 9.222, "e_lumo_ev": 0.442}


6.
{"formula": "C6H8N2", "method": "ωB97M-V/def2-TZVPD", "species": ["C", "C", "C", "C", "C", "C", "H", "H", "H", "H", "H", "H", "H", "H", "N", "N"], "positions_angstrom": [[1.908051, -0.190439, -0.104983], [0.881617, 0.953883, -0.299264], [-0.391509, 0.576214, 0.472201], [-1.818560, 0.777900, -0.009750], [-2.365507, -0.412777, -0.165438], [-0.292462, -0.892974, 0.180114], [2.543195, -0.459178, -0.925857], [2.726623, -0.064353, 0.718663], [0.642077, 0.949385, -1.395935], [1.363106, 1.840323, 0.039245], [-0.412495, 0.771312, 1.490224], [-2.447418, 1.673500, 0.243085], [-3.395428, -0.634042, -0.288161], [1.399172, -2.132039, -0.058536], [-1.401584, -1.518193, -0.134518], [1.061124, -1.238522, 0.238909]], "forces_ev_per_a": [[1.6, 1.4, 2.1], [0.7, 0.5, -1.0], [-0.2, -1.1, -3.3], [-0.5, 2.3, 1.3], [1.3, -1.7, -0.1], [-0.3, -1.1, 0.7], [-0.1, 0.3, -1.1], [-1.5, 0.5, -0.9], [0.1, 0.5, 1.0], [0.0, 1.2, -0.2], [0.5, 0.4, 2.1], [0.9, -0.8, -0.6], [-0.7, -0.3, -0.2], [-0.6, -0.6, 0.0], [1.0, 1.4, 0.3], [-2.3, -2.7, 0.1]], "mulliken_charge": [-0.58, -0.60, 0.27, -0.83, -0.24, 0.20, 0.28, 0.25, 0.27, 0.36, 0.47, 0.29, 0.46, 0.28, -0.75, -0.15], "total_energy_ev": -9330.161, "homo_lumo_gap_ev": 9.117, "smiles": "C1=C[C@@H]2CCNC2=N1", "e_lumo_ev": 0.927}


7.
{"formula": "C6H8N2", "method": "ωB97M-V/def2-TZVPD", "species": ["C", "C", "C", "C", "C", "C", "H", "H", "H", "H", "H", "H", "H", "H", "N", "N"], "positions_angstrom": [[2.131794, -0.924292, -0.064332], [0.915517, 0.035251, 0.031931], [-0.385592, 1.958879, -0.068874], [-1.102791, 0.819180, 0.170568], [-1.492127, -1.239164, 0.101893], [-0.308323, -0.367806, 0.200614], [2.608364, -0.771468, -1.068062], [3.035931, -0.998864, 0.702366], [1.679555, -1.995038, -0.390820], [1.606565, 2.117745, -0.003917], [-0.398318, 3.088871, 0.035440], [-3.572289, 0.221211, -0.169885], [-1.628021, -2.088462, -0.479944], [-1.797561, -1.326076, 1.252461], [0.913606, 1.472525, 0.054264], [-2.206317, -0.002491, -0.303709]], "forces_ev_per_a": [[0.5, -1.5, -2.0], [5.2, 0.4, 0.9], [1.0, 0.8, 1.7], [-2.7, -0.8, -1.6], [-1.7, 2.0, 4.7], [-1.5, 1.4, 0.2], [0.1, 0.5, 0.8], [-2.5, 0.3, -1.2], [0.9, 2.2, 1.7], [2.9, 1.4, -0.1], [-0.9, -1.8, -0.4], [5.4, -0.9, 0.2], [0.0, -1.4, -1.0], [0.6, -1.1, -2.3], [-1.9, -3.3, -0.7], [-5.3, 1.9, -0.8]], "mulliken_charge": [-1.01, -0.21, -0.82, 0.22, -0.28, 0.55, 0.30, 0.27, 0.24, 0.11, 0.27, 0.26, 0.38, 0.20, 0.04, -0.50], "total_energy_ev": -9325.857, "homo_lumo_gap_ev": 8.226, "e_lumo_ev": 1.006}


8.
{"formula": "C6H8N2", "method": "ωB97M-V/def2-TZVPD", "species": ["C", "C", "C", "C", "C", "C", "H", "H", "H", "H", "H", "H", "H", "H", "N", "N"], "positions_angstrom": [[-1.269831, 0.297680, -1.507301], [-0.188830, -0.798081, -1.683389], [0.429256, -0.498994, -0.244742], [1.060509, -0.486998, 1.888509], [0.333186, 0.716436, 1.619587], [-0.076530, 0.678594, 0.249434], [-2.046588, -0.331368, -1.238012], [-1.743021, 0.677386, -2.521696], [-0.645050, -1.875448, -1.708203], [0.452299, -0.709246, -2.701877], [2.027578, -1.731738, 0.258180], [1.318615, -0.706498, 2.984409], [0.217042, 1.418763, 2.299715], [-1.999303, 1.556282, -0.009423], [1.074372, -1.258149, 0.721277], [-0.975536, 1.579586, -0.620661]], "forces_ev_per_a": [[-1.3, 2.1, -4.9], [1.8, -0.4, 0.0], [-1.3, 0.4, -2.4], [-1.2, 2.7, 1.1], [1.9, -5.0, -2.7], [0.3, 0.7, 1.0], [-2.0, -0.4, 1.9], [1.5, -0.5, 1.5], [0.6, 2.1, 0.0], [-1.0, 0.0, 2.7], [-3.4, 1.3, 2.3], [0.2, -0.4, -2.3], [-0.9, 3.2, 3.1], [3.7, 0.5, -2.0], [3.1, -0.9, -1.9], [-2.0, -5.4, 2.7]], "mulliken_charge": [-0.53, -0.41, -0.26, -0.44, -0.87, 0.66, 0.30, 0.34, 0.22, 0.24, 0.35, 0.30, 0.57, 0.33, -0.27, -0.53], "total_energy_ev": -9327.698, "homo_lumo_gap_ev": 8.854, "smiles": "c1cc2c([nH]1)CCN2", "e_lumo_ev": 0.929}


9.
{"formula": "C6H8N2", "method": "ωB97M-V/def2-TZVPD", "species": ["C", "C", "C", "C", "C", "C", "H", "H", "H", "H", "H", "H", "H", "H", "N", "N"], "positions_angstrom": [[-1.709509, 0.374556, -0.285853], [-0.949154, 0.020407, 1.070115], [0.463751, -0.034193, 0.262106], [-0.495637, -0.465466, -0.928469], [1.621701, -1.043670, 0.259443], [1.167088, 1.238367, 0.123681], [-2.785599, 0.121464, -0.451327], [-1.721375, 1.450054, -0.824975], [-1.376823, -0.818457, 1.512278], [-0.803683, 0.731095, 1.867530], [-0.757717, -1.624584, -0.421861], [-0.144222, -0.536253, -2.072905], [1.555136, -2.078528, 0.291262], [0.799296, 2.135323, -0.237350], [2.664942, -0.402496, -0.029977], [2.471800, 0.932379, -0.133703]], "forces_ev_per_a": [[1.0, 1.3, -2.0], [1.5, 3.2, -1.3], [-2.3, -2.1, 0.3], [-1.3, -3.1, 0.1], [-2.1, 3.2, 0.4], [4.3, -3.6, -1.8], [1.1, -0.7, 0.4], [0.7, -1.9, 2.1], [-0.2, -1.9, 0.3], [-0.6, 0.7, 0.2], [0.7, 2.8, -2.5], [-0.9, 0.4, 2.7], [-0.1, -1.7, 0.2], [-0.7, 1.9, 0.1], [2.2, -1.5, -0.1], [-3.2, 2.9, 0.8]], "mulliken_charge": [-0.43, -0.92, 1.13, -0.62, -0.58, -0.50, 0.32, 0.21, 0.36, 0.37, 0.21, 0.29, 0.51, 0.45, -0.34, -0.45], "total_energy_ev": -9327.025, "homo_lumo_gap_ev": 9.499, "smiles": "C1=NN=CC12CCC2", "e_lumo_ev": 0.005}


10.
{"formula": "C6H8N2O2", "method": "ωB97M-V/def2-TZVPD", "species": ["C", "C", "C", "C", "C", "C", "H", "H", "H", "H", "H", "H", "H", "H", "N", "N", "O", "O"], "positions_angstrom": [[-1.285698, -1.373579, 0.179733], [-0.795925, -0.634842, -1.086890], [0.801289, -0.498029, 0.744200], [0.955928, 0.842391, 1.551394], [1.173594, 1.930568, 0.451118], [0.684208, 1.234262, -0.854751], [-1.535132, 0.164208, -1.382557], [-0.663781, -1.354881, -1.843768], [1.735131, -1.067208, 0.714777], [1.916364, 0.765561, 2.152522], [0.053519, 1.030186, 2.174478], [0.604220, 2.845672, 0.550844], [2.255814, 2.234115, 0.310392], [-0.180529, -2.164574, 1.674614], [0.376843, -0.022532, -0.520907], [-0.310352, -1.330083, 1.105944], [-2.369520, -1.941319, 0.151971], [0.638093, 1.692646, -1.946394]], "forces_ev_per_a": [[-2.2, -0.5, -2.8], [-1.0, 1.3, 2.2], [-0.6, 1.1, 0.7], [1.6, 0.1, 0.3], [0.9, -0.6, -0.7], [1.7, 0.8, 2.4], [0.8, -1.0, 0.1], [0.3, -0.7, -1.1], [0.0, 0.0, 0.0], [-1.5, 0.2, -0.2], [0.8, -0.2, -0.4], [-0.1, 0.1, 0.3], [-1.2, -0.4, 0.3], [-0.2, 0.6, 0.1], [-0.1, -0.7, -2.1], [0.1, -1.2, 1.6], [1.3, 0.1, 1.1], [-0.6, 1.1, -1.8]], "mulliken_charge": [0.27, -0.30, -0.21, -0.64, -0.46, 0.28, 0.26, 0.31, 0.34, 0.26, 0.29, 0.32, 0.23, 0.29, 0.12, -0.14, -0.62, -0.60], "total_energy_ev": -13427.076, "homo_lumo_gap_ev": 10.113, "smiles": "O=C1CN2C(=O)CC[C@H]2N1", "e_lumo_ev": 0.576}